[1]
The following is a DFT calculation (ωB97M-V/def2-TZVPD) of a cluster of 11 separate species, C38H107N13O11 in total in a non-equilibrium geometry.

Values from the calculation:
largest force on an atom	5.36	eV/A
expectation value of S²	0.756
2S+1	2
net charge	+1
orbital gap (alpha / beta)	8.499 / 2.766	eV
highest occupied orbital energy (alpha / beta)	-10.27 / -10.27	eV
molar mass	922.35	g/mol
energy relative to the best compared isomer or geometry (same formula, charge and spin)	0.00	kJ/mol

Each line ends with the Löwdin spin population.
Positions of all 169 atoms, in Å:
C: 1.902 2.216 -0.434  0.0000
C: 1.192 1.367 0.597  0.0000
C: -0.259 0.903 0.247  0.0000
O: -0.676 -0.128 1.029  0.0001
C: -2.075 -0.519 0.953  0.0009
N: 2.040 0.246 0.711  0.0000
H: 2.990 2.276 -0.463  0.0000
H: 1.566 3.252 -0.398  0.0000
H: 1.674 1.936 -1.462  0.0000
H: 1.096 1.826 1.581  0.0000
H: -0.267 0.511 -0.770  0.0000
H: -0.871 1.803 0.195  0.0000
H: -2.333 -0.957 -0.011  0.0001
H: -2.717 0.353 1.078  0.0001
H: -2.146 -1.178 1.819  0.0004
H: 2.262 -0.089 -0.216  0.0000
H: 1.390 -0.434 1.077  0.0000
C: 5.055 4.115 -1.816  0.0000
C: 6.373 3.319 -1.817  0.0000
C: 6.831 3.094 -3.286  0.0000
O: 8.105 2.475 -3.388  0.0000
C: 8.186 1.074 -3.257  0.0000
N: 7.373 4.208 -1.192  0.0000
H: 4.212 3.609 -2.288  0.0000
H: 5.218 5.022 -2.397  0.0000
H: 4.657 4.282 -0.815  0.0000
H: 6.216 2.371 -1.303  0.0000
H: 6.895 4.021 -3.856  0.0000
H: 6.095 2.558 -3.886  0.0000
H: 9.122 0.873 -3.778  0.0000
H: 7.416 0.476 -3.744  0.0000
H: 8.260 0.768 -2.213  0.0000
H: 7.394 5.053 -1.745  0.0000
H: 8.272 3.820 -1.440  0.0000
C: -8.383 -0.763 5.189  0.0000
C: -7.151 -1.174 6.030  0.0000
C: -5.860 -0.372 5.757  0.0000
O: -5.453 -0.543 4.453  0.0008
C: -4.547 0.486 3.886  0.0001
N: -7.729 -1.148 7.335  0.0000
H: -8.163 -0.980 4.143  0.0000
H: -8.732 0.258 5.340  0.0000
H: -9.272 -1.332 5.460  0.0000
H: -7.027 -2.227 5.776  0.0000
H: -5.085 -0.720 6.441  0.0000
H: -6.037 0.674 6.008  0.0000
H: -4.764 1.546 4.019  0.0000
H: -4.324 0.155 2.872  0.0000
H: -3.633 0.295 4.449  0.0000
H: -8.619 -1.601 7.183  0.0000
H: -7.930 -0.186 7.569  0.0000
C: -0.401 5.751 -2.896  0.0000
C: -1.427 4.649 -3.155  0.0000
C: -1.149 3.794 -4.405  0.0000
O: -1.483 4.486 -5.572  0.0000
C: -1.082 3.731 -6.748  0.0000
N: -1.445 3.855 -1.983  0.0000
H: 0.381 5.419 -2.212  0.0000
H: -0.746 6.626 -2.345  0.0000
H: 0.078 6.095 -3.812  0.0000
H: -2.419 5.088 -3.265  0.0000
H: -1.548 2.784 -4.315  0.0000
H: -0.100 3.533 -4.545  0.0000
H: -0.034 3.869 -7.015  0.0000
H: -1.714 4.137 -7.537  0.0000
H: -1.394 2.687 -6.770  0.0000
H: -2.152 3.134 -1.963  0.0000
H: -1.536 4.509 -1.219  0.0000
C: -2.723 -5.918 4.323  0.0057
C: -2.194 -4.498 4.271  0.1347
C: -3.173 -3.602 3.375  0.0713
O: -3.292 -4.140 2.039  0.1152
C: -2.201 -3.989 1.198  0.0186
N: -2.257 -3.992 5.611  0.5247
H: -2.220 -6.455 5.127  0.0014
H: -2.594 -6.452 3.382  0.0000
H: -3.787 -5.927 4.559  0.0032
H: -1.188 -4.436 3.856  0.0570
H: -2.781 -2.586 3.318  0.0041
H: -4.142 -3.721 3.859  0.0049
H: -2.182 -2.957 0.847  0.0059
H: -2.281 -4.674 0.354  -0.0001
H: -1.223 -4.239 1.610  0.0089
H: -1.750 -3.119 5.637  0.0126
H: -1.741 -4.477 6.330  0.0244
C: 4.735 -0.182 -1.619  0.0000
C: 3.833 -0.903 -2.606  0.0000
C: 3.781 -0.116 -3.965  0.0000
O: 3.274 1.189 -3.963  0.0000
C: 3.517 1.907 -5.193  0.0000
N: 4.404 -2.277 -2.642  0.0000
H: 5.743 0.009 -1.986  0.0000
H: 4.796 -0.690 -0.656  0.0000
H: 4.407 0.842 -1.435  0.0000
H: 2.822 -0.812 -2.207  0.0000
H: 3.306 -0.808 -4.661  0.0000
H: 4.774 -0.024 -4.405  0.0000
H: 2.866 1.582 -6.004  0.0000
H: 4.567 1.842 -5.481  0.0000
H: 3.550 2.981 -5.009  0.0000
H: 5.098 -2.405 -3.364  0.0000
H: 4.916 -2.590 -1.830  0.0000
C: -3.070 4.263 1.342  0.0000
C: -1.913 5.289 1.368  0.0000
C: -0.545 4.717 1.599  0.0000
O: 0.475 5.726 1.717  0.0000
C: 1.765 5.179 2.252  0.0000
N: -1.967 5.885 0.075  0.0000
H: -2.733 3.440 0.711  0.0000
H: -3.962 4.639 0.841  0.0000
H: -3.302 3.914 2.348  0.0000
H: -2.098 6.065 2.111  0.0000
H: -0.337 4.031 0.778  0.0000
H: -0.721 4.178 2.530  0.0000
H: 2.161 6.079 2.723  0.0000
H: 2.481 4.739 1.557  0.0000
H: 1.616 4.383 2.981  0.0000
H: -2.825 6.413 0.150  0.0000
H: -1.200 6.540 0.020  0.0000
C: 1.011 -6.704 0.245  0.0000
C: 0.673 -6.623 -1.247  0.0000
C: 0.993 -5.241 -1.913  0.0000
O: 0.194 -4.250 -1.280  0.0000
C: 0.637 -2.943 -1.664  0.0000
N: 1.256 -7.722 -2.051  0.0000
H: 0.570 -5.855 0.767  0.0000
H: 2.094 -6.667 0.367  0.0000
H: 0.470 -7.617 0.492  0.0000
H: -0.398 -6.767 -1.386  0.0000
H: 0.776 -5.256 -2.981  0.0000
H: 2.034 -4.948 -1.781  0.0000
H: 0.856 -2.738 -2.712  0.0000
H: 1.458 -2.466 -1.129  0.0000
H: -0.239 -2.326 -1.462  0.0000
H: 1.411 -7.312 -2.961  0.0000
H: 2.143 -7.814 -1.577  0.0000
C: -3.711 -5.363 -2.683  0.0000
C: -2.942 -4.378 -3.520  0.0000
C: -3.018 -2.904 -3.053  0.0000
O: -4.476 -2.686 -2.790  0.0000
C: -4.842 -1.329 -2.407  0.0000
N: -1.630 -4.893 -3.755  0.0000
H: -4.787 -5.187 -2.698  0.0000
H: -3.415 -5.305 -1.636  0.0000
H: -3.396 -6.329 -3.076  0.0000
H: -3.490 -4.372 -4.462  0.0000
H: -2.716 -2.184 -3.813  0.0000
H: -2.509 -2.781 -2.097  0.0000
H: -4.260 -0.557 -2.909  0.0000
H: -4.754 -1.295 -1.321  0.0000
H: -5.921 -1.323 -2.558  0.0000
H: -1.188 -4.703 -2.867  0.0000
H: -1.134 -4.449 -4.515  0.0000
C: 0.349 -0.951 4.569  0.0004
O: -0.296 -1.928 4.927  0.0042
N: 0.218 -0.256 3.494  0.0002
N: 1.319 -0.341 5.243  0.0000
H: -0.440 -0.496 2.766  0.0000
H: 0.804 0.565 3.444  0.0000
H: 1.814 0.418 4.797  0.0000
H: 1.805 -0.836 5.977  0.0000
C: 3.885 1.880 3.241  0.0000
O: 3.006 1.398 3.962  0.0000
N: 4.150 1.664 1.997  0.0000
N: 4.867 2.512 3.767  0.0000
H: 3.484 1.086 1.505  0.0000
H: 5.056 1.918 1.630  0.0000
H: 4.725 2.730 4.743  0.0000
H: 5.446 3.041 3.131  0.0000

Force components x, y, z for each atom (eV/Å):
C -1.15 2.07 -1.12
C -0.52 0.34 -0.59
C 1.15 1.79 -2.70
O -1.57 -1.09 1.15
C 1.36 1.09 0.20
N 0.04 -2.23 0.80
H -0.01 -0.45 0.94
H -0.06 0.18 0.02
H -0.38 -0.45 -0.06
H 0.31 0.46 0.12
H 0.28 0.22 -0.66
H -0.61 0.00 0.52
H 0.17 -0.37 0.04
H -0.01 0.13 0.18
H -0.59 -0.13 -0.39
H 0.18 -0.06 -0.31
H 0.69 -1.08 0.55
C -0.29 -0.78 -0.31
C -0.33 1.64 -1.36
C -0.42 -0.80 0.04
O -0.65 0.50 -0.11
C 0.83 0.21 -0.17
N 0.08 -0.92 0.33
H 0.17 -0.41 -0.43
H -0.15 0.32 0.39
H 0.52 0.51 0.14
H 0.47 0.01 0.19
H 0.28 0.47 0.51
H -0.27 -0.69 0.19
H 0.05 -0.52 0.28
H -0.45 0.36 -0.17
H 0.00 -0.07 0.15
H -0.38 0.47 0.03
H 0.47 -0.33 0.34
C 0.74 -0.01 -1.69
C -1.88 0.10 -1.78
C -0.81 -0.10 1.63
O 0.22 1.18 -2.43
C 0.45 -2.35 1.59
N 1.24 -0.08 2.14
H -0.36 0.44 -0.33
H 0.55 0.34 -0.13
H 0.24 -0.49 -0.02
H 0.67 -0.12 -0.05
H 0.22 -0.10 0.31
H -0.14 0.34 -0.07
H -0.83 -0.20 -0.17
H -0.51 0.40 -0.05
H 0.51 0.41 -0.02
H -0.06 0.02 0.77
H -0.18 0.16 0.29
C 0.63 0.47 -0.21
C -0.06 0.33 -0.93
C 1.34 0.23 0.39
O -0.28 -1.07 -1.17
C -1.44 1.25 -0.08
N 0.90 -1.54 0.98
H 0.23 -0.63 -0.25
H -0.69 0.05 -0.38
H -0.10 0.07 -0.03
H -0.14 0.39 -0.65
H -1.10 -0.05 -0.06
H 0.76 0.25 0.77
H 0.10 -0.10 0.30
H 0.34 0.34 -0.20
H 0.32 -0.27 0.77
H -0.29 0.21 -0.03
H -0.45 -0.28 0.48
C 0.24 -0.44 -0.31
C -2.36 -1.17 1.54
C 0.31 -0.61 -2.11
O -0.62 -0.26 2.82
C 0.67 0.28 -1.03
N 2.82 0.69 -1.80
H 0.09 -0.19 -0.12
H 0.08 0.06 0.09
H -0.02 0.12 -0.05
H 0.50 0.65 -0.10
H -0.12 0.07 0.38
H 0.00 0.41 -0.30
H 0.31 -0.19 -0.20
H -0.43 0.14 -0.02
H 0.15 0.09 0.69
H -0.27 1.74 -0.18
H -0.95 -1.34 0.61
C 0.01 1.65 0.33
C 1.88 1.41 0.82
C 1.31 -1.64 -0.68
O -0.60 0.50 0.24
C 0.93 -0.15 0.84
N -1.09 -0.36 -1.54
H 0.16 -0.63 -0.28
H -0.04 -0.08 0.01
H -0.45 0.12 0.21
H -0.31 -0.82 -0.01
H -0.79 0.18 -0.33
H 0.69 -0.33 0.34
H -0.05 0.18 0.10
H 0.24 -0.99 -0.30
H -1.23 0.02 0.31
H -0.24 0.28 -0.58
H -0.45 0.66 0.56
C 1.12 -0.23 0.47
C -0.72 0.13 0.07
C -0.14 -0.18 0.55
O 0.71 -1.87 0.31
C -1.48 1.06 0.04
N -0.07 1.05 -0.61
H -0.03 -0.33 0.11
H 0.06 0.33 0.28
H -0.16 -0.16 -0.07
H -0.01 -0.12 0.58
H 0.27 -0.22 -0.05
H 0.88 -0.41 0.35
H 0.41 -0.38 0.05
H -0.35 0.39 -0.77
H -0.48 0.19 0.31
H -0.08 0.52 -0.95
H 0.09 0.42 -0.27
C -0.76 0.13 -1.53
C -0.71 1.23 -1.41
C 0.06 -0.85 1.25
O 0.88 0.89 -0.61
C -1.55 0.97 0.33
N 0.20 0.87 1.41
H -0.01 -0.05 0.01
H -0.03 -0.49 0.36
H 0.75 -0.18 0.91
H -0.34 0.37 0.34
H -0.03 -0.18 -0.16
H 0.36 -0.26 -0.01
H -0.01 -0.90 -0.38
H 0.35 -0.80 0.55
H -0.02 0.31 0.10
H 0.30 -0.41 -0.36
H 0.71 -0.64 -0.66
C 0.13 0.04 0.68
C -1.56 1.10 -1.52
C -2.66 -0.65 0.76
O 1.55 0.83 -0.55
C -0.08 -2.25 0.44
N 0.43 0.02 0.61
H 0.14 -0.17 -0.22
H 0.17 -0.09 0.24
H -0.51 -0.16 0.18
H 0.09 0.04 -0.36
H 0.37 -0.06 0.02
H 0.43 0.21 0.09
H -0.23 0.02 -0.11
H 0.45 0.52 0.23
H 0.13 0.59 -0.51
H 0.97 -0.19 -0.08
H 0.03 0.25 0.08
C 1.16 0.29 1.86
O -1.00 -1.61 0.14
N -2.02 1.04 -3.74
N 1.55 -0.66 3.13
H 0.44 0.48 0.24
H -0.34 -0.12 -0.86
H 0.50 -0.23 0.32
H -0.25 0.20 -0.02
C -0.72 -2.09 1.38
O -1.45 0.11 -0.58
N -0.97 -0.91 -3.77
N 3.01 3.16 3.12
H 0.03 -0.45 -0.70
H -0.49 -0.28 -0.17
H 0.62 0.46 -0.18
H 0.20 0.29 0.95

***

[2]
The following is a DFT calculation (ωB97M-V/def2-TZVPD) of a structure of composition C14H16Cl3N3NaO8.

Values from the calculation:
largest force on an atom	0.18	eV/A
net charge	-1
orbital gap	8.818	eV
highest occupied orbital energy	-6.67	eV
molar mass	483.64	g/mol
energy relative to the best compared isomer or geometry (same formula, charge and spin)	34.81	kJ/mol

Each line ends with the natural charge from an NBO analysis.
Positions of all 45 atoms, in Å:
Na: 0.081 -1.319 1.128  0.9061
O: -3.112 1.047 0.727  -0.8792
Cl: -2.021 0.835 1.652  2.5442
O: -2.117 1.754 2.747  -0.8373
O: -2.071 -0.539 2.131  -0.8981
O: -0.757 1.003 0.957  -0.8928
C: 4.325 2.354 -0.116  -0.4061
N: 3.539 1.188 -0.409  -0.4244
C: 3.427 0.557 -1.697  -0.3181
C: 2.391 -0.541 -1.404  0.6584
O: 1.998 -1.320 -2.248  -0.6251
N: 2.021 -0.469 -0.089  -0.6666
C: 2.714 0.536 0.453  0.6504
N: 2.622 0.878 1.725  -0.7802
H: 4.519 2.892 -1.043  0.2104
H: 5.288 2.112 0.346  0.1898
H: 3.780 3.034 0.542  0.2049
H: 4.366 0.118 -2.043  0.2071
H: 3.045 1.234 -2.466  0.2088
H: 1.990 0.354 2.373  0.4702
H: 3.175 1.631 2.088  0.3851
Cl: 2.008 -1.720 6.199  -0.0580
C: 0.507 -1.853 5.229  -0.2943
Cl: -0.283 -3.408 5.531  -0.0316
C: 0.850 -1.601 3.739  0.7455
O: 0.869 -2.550 2.948  -0.7300
O: 1.057 -0.385 3.505  -0.7730
H: -0.154 -1.070 5.582  0.2346
C: -3.695 -1.896 -0.351  -0.7313
C: -2.377 -1.507 -0.955  0.6055
O: -1.340 -2.022 -0.589  -0.5998
C: -2.338 -0.490 -2.053  -0.0881
C: -3.428 0.322 -2.348  -0.1723
C: -3.342 1.258 -3.367  -0.2331
C: -2.169 1.378 -4.099  -0.2029
C: -1.079 0.567 -3.807  -0.2143
C: -1.159 -0.363 -2.784  -0.1880
H: -3.541 -2.731 0.325  0.2389
H: -4.412 -2.160 -1.132  0.2142
H: -4.087 -1.044 0.205  0.2746
H: -4.329 0.251 -1.755  0.2179
H: -4.186 1.902 -3.581  0.2053
H: -2.102 2.110 -4.894  0.2014
H: -0.161 0.663 -4.374  0.2079
H: -0.313 -0.991 -2.531  0.2634

Force components x, y, z for each atom (eV/Å):
Na 0.00 0.02 0.00
O 0.01 0.06 0.01
Cl 0.02 -0.04 0.09
O 0.00 -0.06 -0.06
O -0.02 0.01 0.04
O 0.01 0.05 -0.08
C 0.01 0.01 0.01
N -0.01 0.03 0.02
C -0.06 0.01 -0.07
C -0.02 0.00 0.09
O 0.00 -0.01 -0.03
N 0.09 -0.02 -0.08
C -0.01 0.04 0.02
N -0.04 -0.11 0.06
H 0.00 -0.01 0.00
H -0.01 0.00 0.00
H 0.00 0.00 0.00
H 0.00 -0.02 0.01
H 0.01 0.01 0.01
H 0.02 0.06 -0.05
H -0.01 0.01 0.00
Cl -0.03 -0.02 -0.01
C 0.05 -0.02 0.03
Cl 0.01 0.01 0.01
C 0.04 0.08 -0.03
O -0.09 -0.03 0.00
O 0.01 -0.03 0.01
H -0.01 0.00 -0.01
C -0.05 0.00 -0.07
C 0.04 0.04 -0.15
O 0.03 -0.10 0.15
C -0.02 -0.03 -0.01
C -0.01 0.00 0.01
C 0.01 -0.01 0.01
C 0.00 0.00 0.00
C 0.00 0.02 -0.02
C -0.02 -0.01 0.05
H 0.00 0.02 0.02
H 0.01 0.00 0.00
H 0.00 0.00 0.04
H -0.01 0.01 0.00
H 0.00 0.00 0.00
H 0.00 0.00 0.00
H 0.00 -0.01 0.01
H 0.02 0.01 -0.02

***

[3]
The following is a DFT calculation (ωB97M-V/def2-TZVPD) of a structure of composition C16H33ClP2Sn in a non-equilibrium geometry.

Values from the calculation:
largest force on an atom	3.69	eV/A
net charge	+2
orbital gap (alpha / beta)	5.770 / 4.828	eV
highest occupied orbital energy (alpha / beta)	-13.89 / -13.81	eV
molar mass	441.55	g/mol
energy relative to the best compared isomer or geometry (same formula, charge and spin)	234.50	kJ/mol

Each line ends with the natural charge from an NBO analysis.
Positions of all 53 atoms, in Å:
P: 0.705 0.044 -1.915  1.3270
P: -1.781 -0.254 0.660  0.9799
C: -0.577 -1.236 -1.691  -0.7527
C: -1.946 -0.741 -1.154  -0.7021
H: -0.150 -1.965 -0.974  0.2506
H: -0.704 -1.750 -2.661  0.2805
H: -2.329 0.112 -1.739  0.2531
H: -2.690 -1.555 -1.246  0.2580
C: -2.374 -2.018 1.105  -0.9133
H: -2.607 -2.038 2.174  0.2303
H: -1.673 -2.835 0.910  0.2136
H: -3.283 -2.235 0.540  0.2403
C: -3.289 0.438 1.517  -0.9244
H: -3.604 -0.235 2.343  0.2686
H: -4.123 0.449 0.802  0.2714
H: -3.058 1.437 1.903  0.2554
C: 1.823 -0.870 -3.058  -0.9541
H: 2.745 -0.288 -3.227  0.2602
H: 1.352 -1.043 -4.032  0.2631
H: 2.114 -1.843 -2.634  0.2495
C: 0.211 1.461 -2.922  -0.9812
H: -0.838 1.747 -2.709  0.2540
H: 0.245 1.239 -3.996  0.2885
H: 0.857 2.324 -2.713  0.2900
Sn: -1.908 2.645 -0.646  1.0683
C: 0.164 -1.324 1.822  -0.1403
C: 0.627 -2.527 1.372  -0.0308
C: 2.003 -2.985 1.639  -0.4675
C: 3.142 -2.007 1.179  -0.4765
C: 2.916 -1.397 -0.138  -0.0318
C: 2.261 -0.195 -0.352  -0.3376
C: 1.669 0.668 0.818  -0.4323
C: 1.022 -0.064 2.040  -0.4894
C: -0.316 4.160 -1.011  -1.1559
H: -0.712 -1.350 2.525  0.2794
H: -0.021 -3.272 0.891  0.2302
H: 2.128 -3.936 1.085  0.2464
H: 2.130 -3.208 2.706  0.2763
H: 3.327 -1.255 1.958  0.2356
H: 4.079 -2.571 1.180  0.2708
H: 3.360 -1.926 -0.988  0.2258
H: 2.800 0.471 -1.087  0.2686
H: 0.900 1.394 0.455  0.2251
H: 2.503 1.271 1.237  0.2557
H: 1.817 -0.229 2.787  0.2507
H: 0.365 0.707 2.487  0.2514
H: -0.552 5.006 -0.367  0.2350
H: -0.452 4.501 -2.051  0.2327
H: 0.725 3.865 -0.816  0.2314
Cl: -0.948 3.200 2.110  -0.0323
C: -2.398 3.730 1.212  -0.8711
H: -3.351 3.490 1.690  0.2335
H: -2.303 4.800 0.982  0.2425

Force components x, y, z for each atom (eV/Å):
P 1.28 -2.76 -0.96
P -1.35 -3.43 -0.21
C -0.96 0.10 0.28
C -0.18 0.24 -0.68
H -0.05 0.32 -0.50
H -0.03 0.21 0.36
H 0.26 -0.36 0.19
H 0.46 0.44 0.11
C -0.12 -0.02 0.18
H 0.00 -0.14 -0.13
H -0.41 0.40 -0.15
H -0.02 0.12 0.26
C 0.03 0.30 0.13
H 0.48 0.48 -0.48
H 0.27 0.19 0.02
H -0.35 -0.34 -0.11
C 0.12 0.14 -0.22
H -0.33 -0.16 0.02
H 0.01 0.08 0.19
H -0.27 0.38 -0.15
C -0.69 0.78 -0.15
H 0.80 -0.25 -0.10
H 0.32 -0.28 0.26
H -0.18 -0.20 -0.06
Sn 0.68 1.49 1.04
C -0.45 2.78 1.43
C -0.12 -0.80 -0.41
C 1.28 -0.48 -1.25
C 0.11 -0.41 1.48
C 0.08 -0.68 -0.92
C -0.76 3.51 0.12
C 0.36 -0.32 0.20
C 0.16 0.26 0.43
C -0.59 -0.14 -0.35
H 0.80 -0.10 -0.88
H 0.17 0.29 0.77
H 0.10 0.38 0.43
H -0.11 0.06 -0.12
H -0.28 -0.04 -0.33
H -0.21 -0.12 -0.28
H -0.04 0.38 0.24
H -0.17 -0.65 0.83
H 0.76 -0.57 0.00
H -0.46 -0.23 -0.23
H -0.41 -0.27 -0.15
H 0.27 -0.53 -0.06
H 0.11 -0.01 0.02
H 0.37 -0.12 0.27
H -0.37 -0.06 -0.21
Cl -0.16 -0.23 0.12
C -0.61 0.55 -1.09
H 0.52 0.13 0.31
H -0.10 -0.34 0.50